Here is a 7-piece molecular cluster, C13H42BN13O11P overall from OMol25. Energies are from ωB97M-V/def2-TZVPD.

Kohn-Sham gap, eV: 5.7
Total charge: -1
LUMO, eV: 1.5618

Positions of all 81 atoms, in Å:
C 8.19 -1.26 1.85
C 7.83 0.34 1.54
O 7.96 0.70 0.12
C 6.38 0.65 2.22
N 5.20 0.63 1.27
C 4.52 1.97 1.13
C 3.09 2.01 1.98
O 1.99 1.31 1.31
B 1.84 -0.09 1.76
O 2.40 -0.86 0.60
C 1.13 -1.34 -0.04
C 0.42 -1.88 1.37
P 1.58 -3.32 1.84
O 1.90 -4.22 0.54
O 0.50 -0.61 2.13
H 7.18 -1.85 1.93
H 8.82 -1.28 2.83
H 8.75 -1.68 0.90
H 8.62 1.01 2.12
H 7.55 -0.10 -0.39
H 6.48 1.69 2.78
H 6.16 -0.17 3.06
H 5.41 0.18 0.36
H 5.17 2.89 1.52
H 4.22 2.25 0.02
H 3.24 1.70 3.12
H 2.78 3.16 2.02
H 2.64 -0.34 2.61
H 0.47 -0.41 -0.31
H 1.28 -2.11 -0.90
H -0.68 -2.27 1.29
H 0.92 -4.23 2.78
H 2.90 -2.90 2.32
C 1.67 3.08 -1.83
O 2.72 3.14 -1.22
N 0.72 2.17 -1.54
N 1.35 3.92 -2.84
H -0.16 2.10 -2.03
H 0.91 1.52 -0.79
H 2.04 4.62 -3.08
H 0.49 3.88 -3.35
C 7.98 -1.96 -2.91
O 8.35 -1.82 -1.76
N 8.35 -1.13 -3.90
N 7.16 -2.96 -3.30
H 8.05 -1.22 -4.86
H 8.96 -0.36 -3.66
H 6.86 -3.60 -2.58
H 6.84 -3.09 -4.24
C -2.56 0.28 -0.57
O -1.57 0.45 -1.26
N -2.53 0.35 0.78
N -3.78 0.01 -1.08
H -3.33 0.21 1.36
H -1.64 0.55 1.21
H -3.84 -0.05 -2.09
H -4.60 -0.14 -0.53
C -7.17 1.94 -0.11
O -7.09 0.75 0.18
N -6.29 2.85 0.34
N -8.14 2.44 -0.89
H -6.34 3.83 0.12
H -5.54 2.52 0.93
H -8.83 1.78 -1.24
H -8.23 3.41 -1.13
C -6.31 -1.29 3.44
O -5.57 -0.33 3.54
N -6.07 -2.46 4.07
N -7.44 -1.27 2.71
H -6.67 -3.26 4.00
H -5.23 -2.51 4.63
H -7.66 -0.41 2.23
H -8.06 -2.06 2.62
C -9.52 -0.29 -3.10
O -9.97 0.63 -2.43
N -8.40 -0.17 -3.84
N -10.10 -1.50 -3.15
H -8.02 -0.91 -4.39
H -7.94 0.73 -3.83
H -10.94 -1.63 -2.60
H -9.74 -2.27 -3.69